C33H27I2O20P | ωB97M-V/def2-TZVPD

Geometry (Å):
I1 -1.38545 -2.15327 -0.64825
I2 2.04939 -3.04339 0.06024
P1 -2.22657 -5.37563 -0.17711
O1 1.93701 1.40406 4.79057
O2 0.65494 -1.64496 7.49898
O3 5.91126 -0.57693 -5.23177
O4 -3.51100 -1.14874 -3.41702
O5 -2.53681 -0.29290 -7.92299
O6 4.95849 0.26633 -2.97712
O7 -4.07634 -2.60978 4.97488
O8 1.41788 2.18264 -5.42513
O9 0.16190 2.96539 0.80312
O10 -3.57683 -3.66206 7.29202
O11 4.48935 4.54319 2.47525
O12 -0.84180 1.24181 2.46599
O13 -4.58501 4.05019 2.85706
O14 2.31915 1.26813 -7.62629
O15 -3.61504 5.73403 1.13171
O16 4.25529 3.30024 0.21797
O17 0.10687 -0.52739 5.18715
O18 -1.92201 0.76794 -2.61829
O19 1.77321 -0.00160 2.42774
O20 -0.89967 1.53233 -7.15545
C1 4.26740 0.57641 -4.04759
C2 -2.91042 -2.32080 5.50683
C3 -1.99903 -1.52245 4.92917
C4 4.17659 0.29248 -6.57421
C5 -0.76007 -1.26632 5.62014
C6 3.21676 3.00528 3.73003
C7 3.00047 1.57979 1.20854
C8 -2.43843 -0.11446 -6.62355
C9 3.03484 0.99877 -6.55894
C10 -1.42146 -2.72735 7.52921
C11 4.86828 0.04451 -5.33052
C12 -2.87477 4.68325 1.40449
C13 2.51694 1.85452 3.70348
C14 2.45344 1.55651 -5.28225
C15 -0.94108 3.26077 1.22758
C16 -1.57360 2.30127 2.21095
C17 3.12965 1.29385 -4.03085
C18 -3.12046 -0.83335 -5.72064
C19 3.83770 3.51387 2.53338
C20 -1.67125 4.45228 0.85583
C21 -2.93964 -0.55532 -4.31324
C22 -0.51016 -1.92576 6.95691
C23 -0.76502 -4.08548 -0.15517
C24 -2.67892 -2.96740 6.85317
C25 0.45875 -4.39170 0.11078
C26 -1.47087 0.98197 -6.22876
C27 -2.77603 2.53568 2.76254
C28 -2.00017 0.55830 -3.91938
C29 -3.49715 3.73747 2.40702
C30 2.38489 1.05117 2.41240
C31 0.82809 -5.77347 0.45321
C32 3.67633 2.73744 1.25531
C33 -1.30443 1.27991 -4.81414
H1 -2.15274 -1.04915 3.96825
H2 -0.02770 1.33096 1.92848
H3 -1.95589 -5.69039 1.16199
H4 5.72907 -0.25297 -3.28757
H5 -1.59886 -6.03399 -1.25172
H6 0.19002 -6.12717 1.22341
H7 3.32686 3.58650 4.63431
H8 -0.63003 2.05779 -4.50701
H9 -3.23552 1.85837 3.46799
H10 1.53601 1.78412 -7.33032
H11 -3.12935 -4.35604 -0.46534
H12 2.69390 1.67919 -3.11914
H13 4.60274 -0.10903 -7.48207
H14 2.88593 1.01202 0.29592
H15 -3.80953 -1.61743 -5.99927
H16 -1.25956 -3.20394 8.48500
H17 -1.93255 0.35798 -8.33605
H18 1.36390 0.60987 4.68267
H19 0.68432 -6.39177 -0.39647
H20 -2.48323 0.08453 -2.20135
H21 -3.29410 -6.37661 -0.18601
H22 1.83042 -5.84485 0.79363
H23 4.66778 4.12443 0.54917
H24 1.12164 -1.04207 6.88781
H25 -4.53311 -3.19307 5.61688
H26 -1.21742 5.12378 0.14133
H27 -4.42843 5.64762 1.67047

Atoms 1-2, force components in eV/Å:
I -0.0119 0.1269 0.0186
I 0.3361 0.1944 0.0267

Highest occupied orbital energy, eV: -8.75
Largest force on an atom, eV/Å: 2.539